1.
{"formula": "C3H6O", "method": "the ωB97M-V functional and the def2-TZVPD basis", "fmax_ev_per_a": 3.6, "homo_energy_ev": -8.95, "energy_ev": -5253.5698, "smiles": "C=COC", "de_lowest_kcal_mol": 49.0, "orbital_gap_ev": 10.04, "elements": ["C", "C", "O", "C", "H", "H", "H", "H", "H", "H"], "positions_angstrom": [[0.76424, 1.55279, 0.83595], [0.59142, 0.33759, 0.31165], [-0.64999, -0.18344, -0.09284], [-0.67173, -1.43436, -0.83755], [1.75517, 1.96572, 0.91753], [-0.05212, 2.35094, 1.00657], [1.47798, -0.30747, 0.20910], [-1.56382, -1.31798, -1.55485], [0.34453, -1.60307, -1.57236], [-0.86546, -2.35679, -0.12364]], "nbo_charge": [-0.498, 0.132, -0.538, -0.269, 0.209, 0.211, 0.175, 0.205, 0.181, 0.192]}

2.
{"formula": "C3H6O", "method": "the ωB97M-V functional and the def2-TZVPD basis", "fmax_ev_per_a": 6.3, "homo_energy_ev": -9.70, "energy_ev": -5251.5533, "de_lowest_kcal_mol": 95.5, "orbital_gap_ev": 10.74, "elements": ["C", "C", "C", "O", "H", "H", "H", "H", "H", "H"], "positions_angstrom": [[-0.66486, 0.56267, -0.67719], [0.17663, -0.62173, -0.87529], [-0.31283, -0.26327, 0.45180], [1.15630, 0.54057, 1.41697], [-0.15872, 1.39795, -0.87478], [-1.69069, 0.45899, -0.82435], [0.03962, -1.55541, -1.33826], [1.20763, -0.58513, -1.02691], [-0.65307, -0.61069, 1.42921], [0.89998, 0.67605, 2.31881]], "nbo_charge": [-0.443, -0.473, 0.138, -0.871, 0.246, 0.225, 0.231, 0.253, 0.252, 0.442]}

3.
{"formula": "C3H6O", "method": "the ωB97M-V functional and the def2-TZVPD basis", "fmax_ev_per_a": 2.6, "homo_energy_ev": -9.96, "energy_ev": -5255.1670, "smiles": "CCC=O", "de_lowest_kcal_mol": 12.2, "orbital_gap_ev": 10.96, "elements": ["C", "C", "C", "O", "H", "H", "H", "H", "H", "H"], "positions_angstrom": [[-1.49506, -0.46659, 0.03777], [-0.51938, 0.68798, -0.06770], [0.94100, 0.43225, 0.06833], [1.44026, -0.69309, -0.03451], [-1.10670, -1.23462, -0.69461], [-1.60498, -0.94626, 1.05813], [-2.50802, -0.16716, -0.23542], [-0.79921, 1.44516, 0.70306], [-0.64530, 1.18629, -1.02505], [1.58272, 1.33949, 0.23960]], "nbo_charge": [-0.613, -0.517, 0.434, -0.528, 0.224, 0.217, 0.215, 0.217, 0.235, 0.116]}